DFT (ωB97M-V with the def2-TZVPD basis set) results for a 2-piece molecular cluster, C3H11N3 overall at a distorted geometry.

Structure (ORCA input):
```
! RIJCOSX wB97M-V def2-TZVPD def2/J DEFGRID3
* xyz 0 1
N -3.04694 1.84210 0.45762
N 4.11247 -2.83804 -1.51011
N 3.07272 -1.51128 0.05058
C -4.10939 0.90503 0.21907
C -3.28726 2.90623 1.38416
C 4.02668 -1.70822 -0.74505
H 4.82879 -0.99584 -0.96952
H -2.12915 1.45546 0.31779
H -2.35644 3.37527 1.68334
H -5.02497 1.47057 0.04698
H -3.85188 2.59426 2.26228
H -3.78543 3.74609 0.88164
H -3.85062 0.31824 -0.67352
H 3.14048 -0.67099 0.60875
H -4.28400 0.11618 0.97052
H 4.53384 -2.78241 -2.41856
H 3.39377 -3.52515 -1.35456
*
```

energy relative to the best compared isomer or geometry (same formula, charge and spin)	30.0	kcal per mole
E_HOMO	-8.15	eV
E	-285.1300	Ha
structure (SMILES)	[H]/N=C/N.CNC

natural (NBO) charges, unit e, in atom order: atom 1 (N): -0.653, atom 2 (N): -0.821, atom 3 (N): -0.725, atom 4 (C): -0.404, atom 5 (C): -0.407, atom 6 (C): 0.282, atom 7 (H): 0.138, atom 8 (H): 0.372, atom 9 (H): 0.202, atom 10 (H): 0.187, atom 11 (H): 0.173, atom 12 (H): 0.177, atom 13 (H): 0.195, atom 14 (H): 0.346, atom 15 (H): 0.159, atom 16 (H): 0.388, atom 17 (H): 0.393